[1]
This record from the Open Molecules 2025 dataset describes a 2-piece molecular cluster, C10H16O overall. The level of theory is ωB97M-V with the def2-TZVPD basis set.

ORCA input file:
```
! RIJCOSX wB97M-V def2-TZVPD def2/J DEFGRID3
* xyz 0 1
C 0.7263 3.0498 1.4365
C 0.5503 2.0825 0.2541
C 0.0025 0.7384 0.6788
C -1.0836 0.1536 0.0172
C -1.3613 -1.1840 0.2851
C -0.7520 -1.8153 1.3592
O -1.3576 -2.8859 1.9863
C 0.3187 -1.2728 2.0466
C 0.7235 -0.0162 1.5857
H 0.0688 2.8514 2.2783
H 0.5504 4.1011 1.2031
H 1.7646 2.9866 1.7547
H -0.1772 2.5623 -0.3994
H 1.4235 1.9347 -0.3725
H -1.6076 0.6704 -0.7665
H -2.0693 -1.6922 -0.3583
H -2.2318 -3.0928 1.6256
H 0.7032 -1.7073 2.9543
H 1.5392 0.4105 2.1594
C 0.2250 -0.2410 -2.6839
C 0.3518 -1.7019 -2.1969
H -0.6931 0.2568 -2.4346
H 1.1851 0.2485 -2.5409
H 0.1334 -0.4018 -3.7664
H 0.5750 -1.7548 -1.1303
H -0.6709 -2.0721 -2.2670
H 1.1632 -2.2083 -2.7083
*
```

Computed properties:
- SMILES string = CCc1ccc(O)cc1.CC
- lowest unoccupied orbital energy (eV) = 0.88
- Kohn-Sham gap (eV) = 9.17
- ΔE to the lowest compared entry with this formula, charge and spin (eV) = 1.737

These are the Mulliken partial charges, in e, on atoms 1 to 2: number 1, C, carries -1.318; number 2, C, carries -0.606


[2]
This record from the Open Molecules 2025 dataset describes an isolated ion of composition C5H8N and charge +1. The level of theory is ωB97M-V with the def2-TZVPD basis set.

ORCA input file:
```
! RIJCOSX wB97M-V def2-TZVPD def2/J DEFGRID3
* xyz 1 1
C 0.7930 1.6648 1.3075
C 1.2603 0.4956 0.1994
C -0.0573 -0.0682 -0.0589
C -0.7376 0.1504 -1.3575
C -0.4950 -1.2821 0.6485
N 0.4355 2.4663 2.0341
H 1.6350 1.0056 -0.7895
H 1.9066 -0.1126 0.8351
H -0.3676 0.9834 -1.9325
H -1.9108 0.2594 -1.4278
H -0.6296 -0.7616 -1.8563
H -1.5242 -1.0507 1.0475
H 0.1425 -1.5908 1.5400
H -0.4508 -2.1594 -0.1895
*
```

Computed properties:
- lowest unoccupied orbital energy (eV) = -7.28
- Kohn-Sham gap (eV) = 9.67
- ΔE to the lowest compared entry with this formula, charge and spin (eV) = 4.136

These are the Mulliken partial charges, in e, on atoms 1 to 2: number 1, C, carries 0.114; number 2, C, carries -0.456


[3]
This record from the Open Molecules 2025 dataset describes a 2-piece molecular cluster, C3H9NO2 overall. The level of theory is ωB97M-V with the def2-TZVPD basis set.

ORCA input file:
```
! RIJCOSX wB97M-V def2-TZVPD def2/J DEFGRID3
* xyz 0 1
C 1.1351 -2.3597 0.1995
C 0.5680 -1.6847 1.4553
O 1.2010 -1.5167 2.4530
O -0.6114 -1.0816 1.1640
H 1.5675 -1.4352 -0.2543
H 0.3853 -2.6681 -0.5313
H 1.7597 -3.1809 0.4978
H -0.9990 -0.6169 1.9118
C -1.1632 2.1472 -0.6102
N -0.0750 1.7102 -1.4878
H -1.8310 1.2814 -0.4683
H -1.6299 3.1163 -0.8245
H -0.6595 2.1919 0.4004
H -0.3802 1.7789 -2.4536
H 0.7327 2.3178 -1.4518
*
```

Computed properties:
- SMILES string = CC(=O)O.CN
- lowest unoccupied orbital energy (eV) = 0.75
- Kohn-Sham gap (eV) = 10.31
- ΔE to the lowest compared entry with this formula, charge and spin (eV) = 1.140

These are the Mulliken partial charges, in e, on atoms 1 to 2: number 1, C, carries -0.788; number 2, C, carries 0.586


[4]
This record from the Open Molecules 2025 dataset describes C4H7NOS2 as an isolated structure. The level of theory is ωB97M-V with the def2-TZVPD basis set.

ORCA input file:
```
! RIJCOSX wB97M-V def2-TZVPD def2/J DEFGRID3
* xyz 0 1
C -3.2416 0.2041 -0.0694
C -0.8889 -0.1294 0.0247
C 1.6779 -0.1813 0.4910
C 2.9499 -0.3505 -0.3276
H -3.4019 0.7135 0.8740
H -4.0616 -0.5140 -0.3378
H -3.1031 1.0044 -0.8209
H 1.8478 -0.1788 1.5817
H 2.7222 -0.4566 -1.4056
H 3.4490 -1.2042 0.0614
H 3.5989 0.5421 -0.2061
N -0.7516 1.1397 0.0277
O -2.0855 -0.6550 0.0259
S 0.9265 1.4675 0.0340
S 0.3618 -1.4015 0.0471
*
```

Computed properties:
- lowest unoccupied orbital energy (eV) = 0.71
- Kohn-Sham gap (eV) = 8.77
- ΔE to the lowest compared entry with this formula, charge and spin (eV) = 1.164

These are the Mulliken partial charges, in e, on atoms 1 to 2: number 1, C, carries -0.637; number 2, C, carries 0.628


[5]
This record from the Open Molecules 2025 dataset describes a 13-piece molecular cluster, C2H32NO12S overall. The level of theory is ωB97M-V with the def2-TZVPD basis set.

ORCA input file:
```
! RIJCOSX wB97M-V def2-TZVPD def2/J DEFGRID3
* xyz 2 2
C 1.9887 1.7362 -0.2681
C 0.8408 2.3588 0.4738
S 0.2392 4.0146 0.3189
N 1.7569 0.2724 -0.6300
H 2.7976 1.6112 0.4607
H 2.3995 2.1897 -1.1879
H 1.0784 2.3008 1.6444
H -0.0010 1.6671 0.5342
H -1.0871 3.7039 0.3180
H 2.6822 -0.1220 -0.7044
H 1.2318 0.2035 -1.5316
H 1.1711 -0.1697 0.0728
H 0.8600 -3.2704 2.0925
H 0.0367 -3.6121 0.8007
O -0.0766 -3.3895 1.7342
H 0.8392 0.5033 -3.4804
H 0.3400 -0.9249 -3.4305
O 1.1021 -0.3770 -3.1850
H 1.6155 4.3559 -3.1381
H 0.5073 3.5738 -2.5804
O 1.4388 3.4603 -2.8079
H -1.7999 0.5655 -2.2518
H -1.3530 1.8700 -2.7152
O -1.0512 0.9506 -2.7620
H 1.9010 -1.6484 3.0654
H 3.0522 -2.5462 2.7672
O 2.0938 -2.5828 2.9115
H -0.9822 -2.2903 2.3182
H -2.0001 -1.7278 3.3634
O -1.7158 -1.5965 2.4493
H 3.4719 2.2958 3.6662
H 1.8744 2.2144 3.9801
O 2.7002 1.7472 3.8414
H -1.1130 0.6478 3.2560
H -1.1897 -0.1338 1.9647
O -0.6884 0.5885 2.3880
H -1.9622 -1.5848 -1.8376
H -1.9132 -2.7640 -2.7760
O -1.3259 -2.1241 -2.3462
H -3.7173 -0.3127 -1.0914
H -3.5222 0.3283 -2.5058
O -3.0837 -0.1848 -1.8171
H 1.3293 -2.4628 -1.5535
H -0.0684 -2.3293 -1.4664
O 0.7254 -2.0737 -0.8980
H -3.2271 -1.5483 1.3852
H -4.4186 -2.0517 0.5522
O -3.7776 -1.3323 0.6061
*
```

Computed properties:
- lowest unoccupied orbital energy (spin up / spin down) (eV) = -6.71 / -11.67
- Kohn-Sham gap (spin up / spin down) (eV) = 9.45 / 4.49
- ⟨S²⟩ = 0.754
- ΔE to the lowest compared entry with this formula, charge and spin (eV) = 0.000

These are the Mulliken partial charges, in e, on atoms 1 to 2: number 1, C, carries -0.477; number 2, C, carries -0.027


[6]
This record from the Open Molecules 2025 dataset describes a 7-piece molecular cluster, C28H35N7 overall. The level of theory is ωB97M-V with the def2-TZVPD basis set.

ORCA input file:
```
! RIJCOSX wB97M-V def2-TZVPD def2/J DEFGRID3
* xyz 0 1
C 0.5273 4.6605 -0.1000
C -0.6353 4.8455 0.6540
C -1.5059 5.5614 -0.1353
N -0.8567 5.8818 -1.2806
C 0.3615 5.2113 -1.3554
H 1.4670 4.2123 0.1890
H -0.7933 4.4475 1.6440
H -2.5483 5.8032 -0.0082
H -1.2694 6.4382 -2.0068
H 0.9134 5.2227 -2.2777
C -1.6760 -6.6071 2.2713
C -0.4391 -6.0499 1.8102
C -0.3312 -4.7953 2.3801
N -1.4338 -4.5915 3.1588
C -2.2954 -5.6439 3.0326
H -2.0623 -7.6049 2.1532
H 0.1681 -6.5031 1.0439
H 0.4557 -4.0692 2.2963
H -1.5673 -3.7000 3.6001
H -3.2875 -5.6916 3.4468
C -1.0303 -1.0937 -2.3538
C -1.5919 -1.0570 -1.0758
C -1.3153 -2.2465 -0.4372
N -0.5889 -3.0030 -1.3413
C -0.3655 -2.2755 -2.4784
H -1.1262 -0.3227 -3.1020
H -2.1433 -0.2113 -0.6942
H -1.5836 -2.6786 0.5107
H -0.2345 -3.9312 -1.2013
H 0.2662 -2.6481 -3.2685
C 3.2041 -3.2809 5.1973
C 2.9134 -4.6201 4.8006
C 2.7055 -4.6400 3.4702
N 2.8905 -3.3610 3.0246
C 3.2769 -2.5141 4.0399
H 3.4841 -2.9307 6.1770
H 2.8483 -5.4286 5.5124
H 2.6192 -5.4379 2.7539
H 2.9883 -3.0873 2.0620
H 3.4875 -1.4692 3.9200
C 1.7011 1.5192 1.4964
C 1.8687 0.2531 2.1183
C 1.5574 -0.6832 1.1580
N 1.0682 -0.0441 0.0682
C 1.1596 1.2981 0.2425
H 1.8113 2.4966 1.9384
H 2.1978 0.0931 3.1289
H 1.5328 -1.7607 1.1800
H 0.6084 -0.5008 -0.7022
H 0.7141 1.9162 -0.5221
C -4.2444 1.4678 -1.0127
C -3.3422 1.8319 -2.0384
C -2.2567 2.4677 -1.4661
N -2.4908 2.4741 -0.1116
C -3.6583 1.8445 0.1754
H -5.2386 1.0633 -1.0974
H -3.5782 1.6717 -3.0792
H -1.4308 3.0720 -1.8073
H -1.8031 2.7312 0.5724
H -3.8859 1.6721 1.2159
C 0.2854 3.2315 -4.3162
C 1.4918 2.7551 -3.7579
C 2.5269 3.2795 -4.5039
N 1.9809 3.9965 -5.5055
C 0.6019 3.9550 -5.4432
H -0.7456 3.0581 -4.0505
H 1.4900 2.1227 -2.8845
H 3.5909 3.1468 -4.4018
H 2.4304 4.2990 -6.3507
H 0.1608 4.4816 -6.2755
*
```

Computed properties:
- SMILES string = c1cc[nH]c1.c1cc[nH]c1.c1cc[nH]c1.c1cc[nH]c1.c1cc[nH]c1.c1cc[nH]c1.c1cc[nH]c1
- lowest unoccupied orbital energy (eV) = 0.68
- Kohn-Sham gap (eV) = 8.72
- ΔE to the lowest compared entry with this formula, charge and spin (eV) = 0.976

These are the Mulliken partial charges, in e, on atoms 1 to 2: number 1, C, carries 0.186; number 2, C, carries -0.709